Record 1
This record from the Open Molecules 2025 dataset describes one molecule with the formula C5H8O at a distorted geometry. The level of theory is the ωB97M-V functional and the def2-TZVPD basis.

Summary:
Spin multiplicity: 1
M: 84.1 g mol⁻¹
ΔE to the lowest compared entry with this formula, charge and spin: 63.0 kcal per mole
E_tot: -270.4576 hartree
Strongest force on any atom: 1.25 eV/A
Frontier orbital gap: 9.3 eV

Structure (XYZ):
```
14
C5H8O the ωB97M-V functional and the def2-TZVPD basis
C 1.7919 0.2820 0.4223
C 0.3983 0.5176 -0.1470
C -0.3701 -0.7459 -0.5838
C -1.7513 -0.3783 -0.0971
O -1.5413 0.5000 1.0314
C -0.4720 1.2003 0.9035
H 1.7462 -0.4096 1.2699
H 2.2319 1.2207 0.7696
H 2.4526 -0.1514 -0.3327
H 0.4756 1.2339 -0.9752
H 0.0069 -1.6519 -0.0970
H -0.3472 -0.9037 -1.6643
H -2.4422 -1.1359 0.2427
H -2.2542 0.2707 -0.8229
```



Record 2
This record from the Open Molecules 2025 dataset describes one molecule with the formula C3H4ClNO at a distorted geometry. The level of theory is the ωB97M-V functional and the def2-TZVPD basis.

Summary:
Spin multiplicity: 1
M: 105.5 g mol⁻¹
ΔE to the lowest compared entry with this formula, charge and spin: 13.7 kcal per mole
E_tot: -706.8799 hartree
Structure (SMILES): O=C1NC[C@@H]1Cl
Strongest force on any atom: 2.35 eV/A
Frontier orbital gap: 11.0 eV

Structure (XYZ):
```
10
C3H4ClNO the ωB97M-V functional and the def2-TZVPD basis
O 1.9287 1.2717 -0.3092
C 0.8926 0.7265 -0.0473
N 0.4774 0.0560 1.0853
C -0.6631 -0.6297 0.3998
C -0.3115 0.3138 -0.8218
Cl -0.0907 -0.3971 -2.3776
H 0.9996 -0.3707 1.8200
H -0.5616 -1.7185 0.3739
H -1.7015 -0.3925 0.8510
H -0.9700 1.1405 -0.9741
```



Record 3
This record from the Open Molecules 2025 dataset describes one molecule with the formula C4H8O. The level of theory is the ωB97M-V functional and the def2-TZVPD basis.

Summary:
Spin multiplicity: 1
M: 72.1 g mol⁻¹
ΔE to the lowest compared entry with this formula, charge and spin: 32.6 kcal per mole
E_tot: -232.3936 hartree
Structure (SMILES): OCC1CC1
Strongest force on any atom: 0.75 eV/A
Frontier orbital gap: 11.2 eV

Structure (XYZ):
```
13
C4H8O the ωB97M-V functional and the def2-TZVPD basis
O 0.3019 -0.6317 -2.2833
C -0.5743 -0.2312 -1.2307
C 0.2662 -0.0987 0.0362
C -0.0404 -0.5133 1.4542
C 0.2015 0.9337 1.1320
H 0.8580 0.1175 -2.5300
H -1.3136 -1.0353 -1.1590
H -1.1002 0.6958 -1.5043
H 1.2503 -0.3771 -0.3292
H -1.0501 -0.7860 1.7537
H 0.7304 -1.0607 1.9923
H -0.6609 1.5929 1.2129
H 1.1312 1.3943 1.4553
```



Record 4
This record from the Open Molecules 2025 dataset describes C5H7NO as an isolated structure. The level of theory is the ωB97M-V functional and the def2-TZVPD basis.

Summary:
Spin multiplicity: 1
M: 97.1 g mol⁻¹
ΔE to the lowest compared entry with this formula, charge and spin: 115.1 kcal per mole
E_tot: -324.5410 hartree
Strongest force on any atom: 0.74 eV/A
Frontier orbital gap: 9.0 eV

Structure (XYZ):
```
14
C5H7NO the ωB97M-V functional and the def2-TZVPD basis
O -1.9589 -0.6086 0.6947
C -0.9567 -1.2028 1.0255
C 0.4673 -0.7913 0.7866
C 1.0179 -0.6620 -0.6085
C 0.0028 0.2134 -1.3680
C -0.0661 1.2924 -0.2877
N 0.8200 0.6459 0.7454
H -1.0350 -2.2046 1.4973
H 1.1275 -1.3063 1.4875
H 1.7780 0.6233 0.3319
H -0.9474 -0.2928 -1.5686
H 0.4206 0.5736 -2.3109
H -1.0524 1.4718 0.1418
H 0.3826 2.2480 -0.5669
```



Record 5
This record from the Open Molecules 2025 dataset describes H26O13 as an isolated structure at a distorted geometry. The level of theory is the ωB97M-V functional and the def2-TZVPD basis.

Summary:
Spin multiplicity: 1
M: 234.2 g mol⁻¹
ΔE to the lowest compared entry with this formula, charge and spin: 917.4 kcal per mole
E_tot: -992.3112 hartree
Strongest force on any atom: 18.52 eV/A
Frontier orbital gap: 4.2 eV

Structure (XYZ):
```
39
H26O13 the ωB97M-V functional and the def2-TZVPD basis
O 30.7721 -7.3399 0.7281
H 30.4156 -7.1842 -0.1465
H 30.6157 -6.5219 1.2000
O 31.2026 -3.9314 3.7433
H 31.5413 -3.3058 4.3838
H 30.6049 -3.4183 3.1995
O 32.0481 -4.0373 1.3600
H 31.3961 -4.6650 1.0481
H 31.5446 -3.2487 1.5618
O 28.1994 -5.1096 2.0277
H 28.3531 -5.4986 2.8887
H 27.3210 -4.7340 2.0873
O 32.4425 -7.3816 1.8340
H 31.6949 -7.4893 1.2460
H 32.2636 -6.5665 2.3029
O 32.2046 -6.7572 4.1925
H 32.2366 -6.5425 5.1248
H 32.3822 -5.9278 3.7490
O 30.6877 -5.6720 2.4982
H 30.0332 -5.1699 2.0126
H 31.3377 -5.0226 2.7668
O 30.1526 -4.7074 5.2079
H 30.7115 -5.3785 5.5997
H 30.4870 -4.6070 4.3166
O 30.5010 -7.4780 3.2175
H 30.4199 -6.6264 2.7880
H 31.3740 -7.4669 3.6098
O 33.0485 -4.8901 4.2644
H 32.2396 -4.3786 4.2816
H 33.3529 -4.8274 3.3591
O 30.1940 -4.6444 0.9882
H 29.4376 -4.1034 1.2150
H 30.3299 -4.4874 0.0538
O 33.0208 -5.1580 2.4310
H 32.3994 -4.7806 1.8085
H 33.8715 -5.0777 1.9995
O 28.6405 -6.3703 0.5956
H 29.1983 -5.8658 0.0034
H 28.4703 -5.7779 1.3279
```



Record 6
This record from the Open Molecules 2025 dataset describes one molecule with the formula C6H8NO3P at a distorted geometry. The level of theory is the ωB97M-V functional and the def2-TZVPD basis.

Summary:
Spin multiplicity: 1
M: 173.1 g mol⁻¹
ΔE to the lowest compared entry with this formula, charge and spin: 136.4 kcal per mole
E_tot: -855.0598 hartree
Structure (SMILES): C=P(=C=O)OC(=C=N)OCC
Strongest force on any atom: 6.99 eV/A
Frontier orbital gap (alpha / beta): 7.5 / 7.5 eV

Structure (XYZ):
```
19
C6H8NO3P the ωB97M-V functional and the def2-TZVPD basis
C -2.5320 -1.1859 1.9752
P -1.2757 -1.4242 0.9909
C 0.3272 -2.3942 1.4637
O 0.4398 -3.5154 1.2824
O -0.5000 0.0969 0.8681
C 0.6806 0.1601 0.2486
C 1.8300 0.5111 0.8139
N 2.8194 1.1961 1.0398
O 0.7432 -0.4147 -1.0213
C -0.1545 0.3042 -2.0108
C 0.0985 1.8526 -1.7394
H -3.1090 -2.0571 2.1417
H -2.6177 -0.3138 2.5863
H 3.6189 0.7675 1.3556
H 0.3194 -0.0713 -2.8560
H -1.1284 0.1106 -2.0314
H 1.2343 2.0320 -1.6195
H -0.3093 2.3451 -2.6600
H -0.4848 2.0002 -0.8278
```



Question: The lowest ΔE to the lowest compared entry with this formula, charge and spin belongs to which entry?
Answer: C3H4ClNO